A | C2H7N2O2 | ωB97M-V/def2-TZVPD

Properties
Gap between HOMO and LUMO in eV: 9.9
E_HOMO in eV: -14.9193
Total charge: +1

Geometry (Å):
O (1.3550, 0.7667, -0.6373)
O (0.7291, -1.2841, -0.0906)
N (0.6304, -0.6810, -2.2790)
N (-0.5494, 0.3031, 1.6827)
C (0.9190, -0.4723, -0.9731)
C (-1.7512, 0.4584, 2.0467)
H (-2.4626, -0.2992, 1.7512)
H (1.1550, -0.2080, -2.9992)
H (0.1273, 1.0692, 1.6544)
H (1.7627, 1.1962, -1.4042)
H (-0.2274, -0.5339, 1.1409)
H (-2.0715, 1.3120, 2.6333)
H (0.3837, -1.6269, -2.5258)

***

B | C2H7N2O2 | ωB97M-V/def2-TZVPD

Properties
Gap between HOMO and LUMO in eV: 8.4
E_HOMO in eV: -14.6263
Total charge: +1

Geometry (Å):
O (1.9017, -0.2470, 0.0151)
O (-0.0871, -1.3600, -0.6278)
N (-1.7489, 0.7946, -0.1112)
N (-1.9745, -0.2434, -0.3934)
C (1.0161, -1.2608, 0.1934)
C (-0.7415, 1.6324, 0.1663)
H (-0.7067, 2.2256, -0.7819)
H (1.4694, 0.5736, -0.3224)
H (-0.8985, 2.3874, 0.8294)
H (-0.5685, -2.2051, -0.6531)
H (0.1861, 1.0432, 0.3607)
H (0.5127, -1.1631, 1.2070)
H (1.6399, -2.1775, 0.1177)

***

C | C2H7N2O2 | ωB97M-V/def2-TZVPD

Properties
Gap between HOMO and LUMO in eV: 11.2
E_HOMO in eV: -15.0814
Total charge: +1

Geometry (Å):
O (-1.2409, 1.1973, -0.2881)
O (2.8325, 0.2672, -0.1091)
N (-1.5417, -0.8754, 0.7443)
N (0.5250, 0.0243, 0.3553)
C (-0.8268, -0.1225, -0.2087)
C (1.5818, 0.0259, -0.3624)
H (-2.1096, -1.6007, 0.3789)
H (1.3348, -0.1911, -1.4246)
H (3.0855, 0.4384, 0.8112)
H (-1.2183, 1.5447, -1.2361)
H (-2.2225, -0.2244, 1.1374)
H (0.4475, 0.1031, 1.4171)
H (-0.6473, -0.5867, -1.2151)

***

D | C2H7N2O2 | ωB97M-V/def2-TZVPD

Properties
Gap between HOMO and LUMO (spin up / spin down) in eV: 10.5 / 10.5
E_HOMO (spin up / spin down) in eV: -16.9183 / -16.9183
Total charge: +1

Geometry (Å):
O (1.8680, -0.5883, -1.0753)
O (1.5571, -2.8401, 0.0938)
N (0.4566, -2.1506, 0.2817)
N (0.3628, -1.0760, -0.2151)
C (-0.3727, 1.2358, 0.4934)
C (-0.6688, -0.0778, -0.3046)
H (1.2744, -3.7671, 0.1703)
H (-1.2574, 1.7059, 0.2775)
H (-1.5804, -0.7616, -0.0469)
H (0.5196, 1.5793, 0.1977)
H (1.7080, 0.2395, -1.4031)
H (-0.4467, 0.8331, 1.4843)
H (-0.7687, 0.2810, -1.4569)

***

So which one wins? Going from most stable to least: A, C, B, D.

***

A | CH3NO2S | ωB97M-V/def2-TZVPD

Properties
Gap between HOMO and LUMO in eV: 9.5
E_HOMO in eV: -10.3961

Geometry (Å):
S (-1.8944, -0.3842, 1.7313)
O (-1.3343, -1.6451, 2.1725)
O (-1.3054, 0.7608, 2.3040)
N (0.1880, -0.3872, -1.2398)
C (0.9376, 0.5964, -1.3238)
H (0.7338, -1.2709, -1.2846)
H (0.5352, 1.6388, -1.0627)
H (2.1395, 0.6914, -1.2970)

***

B | CH3NO2S | ωB97M-V/def2-TZVPD

Properties
Gap between HOMO and LUMO in eV: 9.4
E_HOMO in eV: -10.0132

Geometry (Å):
S (-0.0118, 1.3045, 1.4731)
O (1.1157, -1.2875, 0.0135)
O (-0.6909, -1.8075, -1.0133)
N (0.0106, -1.0329, -0.3410)
C (-0.4462, 0.3874, -0.3434)
H (0.2142, 1.1026, -0.8418)
H (-1.5410, 0.3900, -0.5251)
H (1.3494, 0.9434, 1.5780)

***

C | CH3NO2S | ωB97M-V/def2-TZVPD

Properties
Gap between HOMO and LUMO (spin up / spin down) in eV: 7.9 / 6.8
E_HOMO (spin up / spin down) in eV: -8.6634 / -8.5442

Geometry (Å):
S (0.1802, 1.3526, 0.2672)
O (2.1799, -2.0748, 1.1847)
O (0.7230, -0.4392, 1.5984)
N (1.5979, -1.0787, 1.0458)
C (-1.0324, 0.5776, -0.8225)
H (-1.9605, 0.4777, -0.3071)
H (-1.1211, 1.3524, -1.5055)
H (-0.5670, -0.1676, -1.4610)

***

D | CH3NO2S | ωB97M-V/def2-TZVPD

Properties
Gap between HOMO and LUMO in eV: 8.9
E_HOMO in eV: -9.7177

Geometry (Å):
S (-1.7122, -0.6411, 0.3250)
O (1.9638, 0.4959, 0.4301)
O (1.1695, -1.2837, -0.3375)
N (1.0731, -0.1953, 0.0588)
C (-0.2473, 0.3805, 0.2838)
H (-0.6466, 1.3708, -1.0123)
H (-0.2278, 1.0774, 1.0615)
H (-1.3725, -1.2045, -0.8095)

***

So which one wins? Going from most stable to least: A, B, D, C.

***

A | CH3NO2S | ωB97M-V/def2-TZVPD

Properties
Gap between HOMO and LUMO in eV: 8.4
E_HOMO in eV: -8.8767

Geometry (Å):
S (2.2764, 0.1645, -0.6532)
O (-1.1077, 0.0704, 0.4424)
O (-0.9448, 0.3387, 2.5753)
N (-1.0766, -0.2720, 1.5743)
C (0.9992, 0.2976, -1.6971)
H (0.5249, 1.2027, -1.9694)
H (0.6453, -0.5256, -2.1066)
H (-1.3168, -1.2763, 1.8344)

***

B | CH3NO2S | ωB97M-V/def2-TZVPD

Properties
Gap between HOMO and LUMO (spin up / spin down) in eV: 8.5 / 8.5
E_HOMO (spin up / spin down) in eV: -8.6109 / -8.6104

Geometry (Å):
S (1.6865, -0.1137, 0.4707)
O (0.7387, 1.2265, -0.2828)
O (2.3769, -1.0042, -0.4176)
N (-1.0606, -0.3189, -0.6181)
C (-0.0070, 0.1851, 0.0927)
H (-1.8095, 0.3922, -0.7977)
H (-0.4933, 0.7215, 1.7666)
H (-1.4317, -1.0886, -0.2138)

***

C | CH3NO2S | ωB97M-V/def2-TZVPD

Properties
Gap between HOMO and LUMO in eV: 9.3
E_HOMO in eV: -9.3875

Geometry (Å):
S (0.2253, -1.6630, -0.8760)
O (2.1557, -1.0842, 1.1530)
O (-1.0677, -2.3080, -0.6390)
N (-0.0130, -0.0112, -1.1616)
C (1.0275, -1.2783, 0.8871)
H (0.0145, 0.6256, -0.3237)
H (-0.0271, -1.4006, 1.9453)
H (0.2686, 0.5318, -2.0670)

***

So which one wins? Going from most stable to least: C, A, B.

***

A | CH3O5S | ωB97M-V/def2-TZVPD

Properties
Gap between HOMO and LUMO (spin up / spin down) in eV: 9.1 / 6.3
E_HOMO (spin up / spin down) in eV: -5.6293 / -3.6456
Total charge: -1

Geometry (Å):
S (1.8420, 0.0275, 0.0773)
O (-2.7190, -0.8302, 0.3121)
O (2.1996, -1.2840, -0.4536)
O (-1.0800, -0.2655, 0.3569)
O (1.8780, 0.1489, 1.5160)
O (2.4382, 1.2058, -0.5278)
C (-0.7844, 0.6750, -0.4584)
H (-2.5435, -1.7213, 0.6846)
H (-0.7848, 1.6536, -0.1185)
H (-0.4461, 0.3902, -1.3888)

***

B | CH3O5S | ωB97M-V/def2-TZVPD

Properties
Gap between HOMO and LUMO in eV: 8.7
E_HOMO in eV: -5.1930
Total charge: -1

Geometry (Å):
S (-3.1610, 0.0642, -0.3244)
O (-3.7524, -1.1238, 0.1151)
O (-1.6602, 0.0395, 0.3003)
O (0.5595, 1.3703, 0.6553)
O (2.4359, 0.5630, 1.5079)
O (-2.7231, -0.1945, -1.9906)
C (1.7693, 1.3458, 0.8870)
H (-0.6459, 0.5047, 0.4936)
H (2.3270, 2.1785, 0.5358)
H (-1.9114, 0.3213, -2.2331)

***

So which one wins? Going from most stable to least: B, A.

***

A | C9H11O3 | ωB97M-V/def2-TZVPD

Properties
Gap between HOMO and LUMO in eV: 6.4
E_HOMO in eV: -2.9497
Total charge: -1

Geometry (Å):
O (1.6298, -1.4758, -1.7372)
O (-1.5540, -2.1767, 1.2079)
O (-1.4529, -3.1059, 3.2472)
C (-0.2181, 2.1717, -0.8416)
C (0.5916, 0.5362, -2.4463)
C (0.6925, 0.0178, -0.1292)
C (-0.0129, 1.7470, -2.1609)
C (-0.9351, -2.8615, 2.1914)
C (1.0641, -0.3772, -1.4469)
C (-0.8014, 3.4844, -0.4122)
C (0.5322, -3.1271, 1.8933)
C (0.1599, 1.2699, 0.1606)
H (1.0761, -3.3794, 2.7986)
H (1.0480, -0.5094, 0.7448)
H (-1.8929, 3.5890, -0.2689)
H (-0.9241, -2.0685, 0.4945)
H (0.0772, 1.5954, 1.1935)
H (0.9846, -2.2187, 1.5103)
H (0.6228, 0.2868, -3.5004)
H (-0.3996, 3.8594, 0.5251)
H (-0.6331, 4.2536, -1.1825)
H (0.7367, -3.8758, 1.1278)
H (-0.3914, 2.3648, -2.9690)

***

B | C9H11O3 | ωB97M-V/def2-TZVPD

Properties
Gap between HOMO and LUMO in eV: 7.3
E_HOMO in eV: -4.0611
Total charge: -1

Geometry (Å):
O (1.5920, -0.0759, -1.0944)
O (-2.8918, 1.2438, 1.0327)
O (2.4013, 1.3843, -2.6613)
C (-1.5362, -0.1038, -0.3055)
C (1.8683, 1.0334, -1.6607)
C (1.3977, -2.4798, 0.5927)
C (0.0310, -1.5743, 0.7526)
C (-2.0141, 0.2299, 1.0053)
C (-0.3740, -1.2841, 1.9958)
C (1.0341, 2.1695, -0.9392)
C (-1.5143, -0.3267, 2.1567)
C (-0.5173, -0.9706, -0.4393)
H (-1.8178, 0.5027, -1.1953)
H (-0.2033, -1.2426, -1.4506)
H (1.6143, 3.1366, -0.8501)
H (-1.7782, 0.0852, 3.0562)
H (0.7561, 1.7096, 0.0394)
H (0.2617, 2.5821, -1.5187)
H (-3.1275, 1.7396, 0.1328)
H (0.1316, -1.5623, 2.8936)
H (1.3978, -2.5304, -0.4686)
H (2.2607, -1.7869, 0.8376)
H (1.4406, -3.2117, 1.3580)

***

So which one wins? Going from most stable to least: A, B.